# C27H52OP2RuSi

A molecular structure, C27H52OP2RuSi (the ωB97M-V functional and the def2-TZVPD basis, OMol25).

Values from the calculation:
Kohn-Sham gap (spin up / spin down), eV: 7.397 / 4.325
Expectation value of S²: 8.7786
Spin multiplicity: 6
Charge: +1
Maximum force, eV/Å: 5.21

Each line ends with the Löwdin spin population.
Geometry (Å):
Ru 1.87 -0.08 -1.03  2.2825
C -1.17 2.74 -0.78  0.2451
C -1.45 1.85 -1.85  0.0256
C -2.88 1.35 -0.11  0.0598
C -2.05 2.42 0.30  0.1765
C -2.47 0.98 -1.44  0.3084
C -0.43 4.01 -0.85  0.0453
H 0.19 4.06 -1.75  0.0015
H 0.21 4.14 0.04  0.0103
H -1.14 4.86 -0.86  0.0164
C -2.29 3.30 1.47  0.0242
H -1.69 4.22 1.38  0.0001
H -2.04 2.80 2.42  0.0078
H -3.35 3.59 1.49  0.0060
C -4.13 0.96 0.56  0.0003
H -4.68 1.89 0.80  -0.0001
H -3.98 0.41 1.51  0.0010
H -4.76 0.39 -0.12  -0.0001
C -3.20 0.12 -2.38  0.0544
H -3.86 0.77 -2.99  0.0223
H -3.84 -0.64 -1.92  0.0021
H -2.52 -0.39 -3.08  0.0077
C -0.88 1.87 -3.21  -0.0059
H -1.61 2.39 -3.85  -0.0030
H -0.73 0.86 -3.64  0.0000
H 0.09 2.37 -3.26  -0.0001
C 3.59 -0.71 -0.40  0.0904
C 4.00 0.37 -1.22  0.0884
C 4.19 0.45 -2.69  0.0262
C 3.27 -0.50 -3.49  0.0452
C 1.97 -0.87 -2.89  0.1860
C 1.75 -1.92 -1.96  0.2275
C 2.84 -2.85 -1.45  0.0505
C 4.02 -2.08 -0.88  0.0263
H 5.24 0.22 -2.98  0.0041
H 3.78 -1.44 -3.72  0.0062
H 3.99 1.51 -2.97  0.0007
H 4.81 -2.00 -1.63  0.0028
H 3.69 -0.53 0.67  0.0252
H 4.61 1.13 -0.71  0.0040
H 4.45 -2.60 -0.03  0.0011
H 2.40 -3.46 -0.64  0.0007
H 0.78 -2.44 -2.03  0.0102
H 3.15 -3.49 -2.30  0.0142
H 3.06 0.04 -4.42  0.0027
H 1.18 -0.70 -3.65  0.0309
P 0.82 -0.18 1.32  0.1709
P -1.01 -1.92 -0.57  0.1294
C 1.08 -2.01 1.46  0.0364
C 0.07 -2.84 0.64  0.0054
H 1.03 -2.27 2.52  0.0071
H 2.11 -2.21 1.11  0.0044
H 0.57 -3.64 0.09  0.0005
H -0.63 -3.35 1.30  0.0003
C -2.59 -2.02 0.27  0.0251
H -3.34 -1.49 -0.32  0.0013
H -2.51 -1.56 1.26  0.0001
H -2.85 -3.08 0.34  0.0049
C -1.41 -3.01 -2.01  0.0196
H -1.19 -4.05 -1.78  0.0029
H -0.85 -2.72 -2.92  0.0022
H -2.47 -2.90 -2.24  0.0007
C 1.92 1.05 2.07  0.0327
H 1.44 2.03 1.91  0.0009
H 2.87 1.03 1.51  0.0033
H 2.06 0.83 3.13  0.0061
C 1.94 1.94 -1.17  0.2865
H 1.62 2.29 -2.16  0.0377
H 3.01 2.15 -0.96  0.0209
H 1.33 2.41 -0.39  0.0280
C 0.40 -0.11 4.80  0.0003
Si -1.11 -0.19 3.70  0.0038
C -1.83 -1.91 3.77  0.0013
C -2.29 1.15 4.20  0.0013
O -0.65 0.05 2.00  0.0337
H 0.12 -0.54 5.77  0.0000
H 0.71 0.93 5.00  0.0002
H 1.28 -0.67 4.45  0.0001
H -1.94 -2.22 4.82  0.0001
H -2.84 -1.94 3.33  0.0000
H -1.20 -2.67 3.28  0.0001
H -1.77 2.11 4.35  0.0003
H -3.12 1.28 3.49  0.0001
H -2.74 0.90 5.17  0.0002

***

# C27H53BrF2I2N5O10P

4 unconnected molecules or ions with the total composition C27H53BrF2I2N5O10P (the ωB97M-V functional and the def2-TZVPD basis, OMol25).

Values from the calculation:
Kohn-Sham gap, eV: 8.968
SMILES string: CC(=O)OC[C@@](CCF)(O[C@](F)(CCCI)CC(=O)Br)[C@H](C[C@@H](C)I)O[C@@H](CN)P(=N)(O)O.CNC(C)=O.CNC(C)=O.CNC(C)=O
Spin multiplicity: 1
Maximum force, eV/Å: 1.83

Each line ends with the Mulliken charge.
Geometry (Å):
C 0.83 -1.17 5.97  -1.1822
C 1.35 -2.20 5.01  0.8837
O 2.42 -2.76 5.11  -0.5559
O 0.47 -2.48 4.00  -0.1719
C 0.99 -2.41 2.67  -1.1562
C 0.11 -1.45 1.85  1.6830
C -0.13 -0.16 2.67  -1.2022
C -0.10 1.17 1.93  -0.5087
F 0.96 1.96 2.40  -0.5443
O 0.62 -1.20 0.53  -1.0448
C 1.96 -0.93 0.23  2.2161
F 2.58 -0.25 1.26  -0.4511
C 1.96 -0.05 -1.03  -1.7657
C 2.20 1.44 -0.78  -0.2539
C 1.52 2.25 -1.88  -0.6678
I 1.22 4.29 -1.41  -0.0181
C 2.76 -2.23 -0.03  -0.7216
C 4.20 -2.12 0.41  0.1481
O 5.06 -1.61 -0.25  -0.4894
Br 4.63 -2.87 2.14  -0.1199
C -1.23 -2.22 1.64  -0.7776
C -1.15 -3.27 0.51  -0.2543
C -2.02 -4.50 0.80  -0.8235
C -1.46 -5.38 1.91  -1.2241
I -4.06 -3.96 1.16  -0.0323
O -2.38 -1.41 1.64  0.0023
C -2.61 -0.42 0.68  1.9471
C -3.21 -0.88 -0.66  -0.8361
N -2.37 -0.58 -1.83  -0.6373
P -3.76 0.70 1.60  0.3850
N -3.53 0.71 3.14  -0.5543
O -5.23 0.19 1.23  -0.7236
O -3.66 2.11 0.83  -0.4789
H 1.09 -0.18 5.61  0.2759
H -0.25 -1.22 6.05  0.3296
H 1.26 -1.35 6.95  0.3620
H 0.95 -3.41 2.25  -0.0194
H 2.04 -2.12 2.69  0.8194
H 0.68 -0.07 3.39  0.3184
H -1.05 -0.23 3.24  0.5023
H -1.01 1.74 2.14  0.5112
H -0.01 1.08 0.85  0.2471
H 1.01 -0.22 -1.53  0.1110
H 2.74 -0.40 -1.71  0.6345
H 1.81 1.78 0.17  0.3793
H 3.26 1.68 -0.80  0.4970
H 2.02 2.21 -2.84  0.2541
H 0.52 1.84 -2.03  0.2392
H 2.74 -2.48 -1.09  0.6272
H 2.29 -3.06 0.49  0.3689
H -1.36 -2.81 2.55  0.0108
H -0.12 -3.63 0.53  0.4335
H -1.30 -2.87 -0.49  0.2356
H -2.06 -5.10 -0.10  0.7252
H -1.82 -6.40 1.79  0.4211
H -1.73 -5.00 2.89  0.3320
H -0.37 -5.40 1.83  0.2773
H -1.75 0.20 0.41  -1.0913
H -4.17 -0.41 -0.85  0.6243
H -3.39 -1.95 -0.65  0.0600
H -1.39 -0.50 -1.58  0.1567
H -2.66 0.27 -2.29  0.3399
H -3.36 1.65 3.46  0.2323
H -5.51 -0.43 1.95  0.3927
H -4.55 2.49 0.77  0.3352
C 5.66 1.68 -6.02  -1.0713
N 4.36 2.10 -5.52  0.0340
C 3.24 1.36 -5.38  1.1485
C 3.30 -0.10 -5.78  -1.6816
O 2.21 1.87 -4.94  -0.8208
H 6.42 1.84 -5.26  0.3049
H 5.93 2.26 -6.90  0.2888
H 5.64 0.63 -6.28  0.4326
H 4.25 3.07 -5.24  0.2311
H 2.32 -0.54 -5.60  0.3222
H 3.55 -0.20 -6.84  0.4604
H 4.04 -0.63 -5.19  0.3854
C -4.88 -2.61 6.18  -0.8911
N -5.28 -2.45 4.80  -0.0899
C -5.72 -1.34 4.17  1.0354
C -5.83 -0.07 4.99  -1.5113
O -6.02 -1.37 2.99  -0.7364
H -3.84 -2.92 6.24  0.2494
H -5.50 -3.36 6.67  0.3272
H -4.99 -1.67 6.71  0.3443
H -5.22 -3.26 4.19  0.1769
H -6.19 0.72 4.34  0.2885
H -6.53 -0.20 5.82  0.5017
H -4.86 0.22 5.38  0.3503
C 1.00 5.66 -5.93  -0.9409
N 2.25 4.94 -5.82  0.0147
C 3.52 5.43 -5.84  1.0881
C 3.69 6.92 -6.00  -1.4499
O 4.48 4.67 -5.73  -0.7695
H 0.40 5.50 -5.04  0.2650
H 0.44 5.31 -6.80  0.3028
H 1.18 6.72 -6.05  0.3755
H 2.22 3.94 -5.70  -0.0281
H 4.76 7.14 -5.99  0.3256
H 3.27 7.26 -6.94  0.3678
H 3.21 7.45 -5.18  0.3572

***

# C27H53INO5S

A molecular structure, C27H53INO5S (the ωB97M-V functional and the def2-TZVPD basis, OMol25).

Values from the calculation:
Kohn-Sham gap, eV: 5.677
Spin multiplicity: 1
Charge: +1
Maximum force, eV/Å: 0.85

Each line ends with the Mulliken charge.
Geometry (Å):
S -0.88 -0.53 -6.52  -0.1331
C -0.26 -2.12 -5.90  -0.5419
C -0.34 -2.27 -4.37  -0.5466
C 0.77 -3.14 -3.78  -0.9182
C 2.11 -2.44 -3.51  0.5770
C 3.02 -2.24 -4.74  -1.0063
N 2.99 -0.78 -4.96  0.1534
C 2.43 -0.13 -4.01  -0.2994
C 2.02 -1.02 -2.92  -1.2228
I 3.68 -0.69 -1.53  0.1576
H -0.03 0.29 -5.90  0.0461
H -0.91 -2.84 -6.38  0.4164
H 0.76 -2.26 -6.26  0.0668
H -1.29 -2.74 -4.13  0.4533
H -0.39 -1.28 -3.90  0.2993
H 0.42 -3.53 -2.82  0.4396
H 0.94 -4.01 -4.41  0.0421
H 2.67 -3.08 -2.83  0.6712
H 2.69 -2.70 -5.66  0.3431
H 4.04 -2.56 -4.54  0.3014
H 3.36 -0.35 -5.79  0.2816
H 2.25 0.94 -4.02  0.5632
H 1.16 -0.75 -2.33  0.8090
C 1.95 -0.39 2.48  0.2011
C 2.25 -0.73 3.94  -0.5623
C 1.75 -2.16 4.03  -0.4723
O 1.94 -2.74 2.73  -0.4566
C 2.25 -1.71 1.79  -0.1906
H 2.54 0.43 2.08  0.0758
H 0.90 -0.13 2.36  0.0634
H 3.33 -0.69 4.12  0.3070
H 1.77 -0.06 4.65  0.2884
H 0.69 -2.20 4.28  0.2334
H 2.30 -2.76 4.76  0.3253
H 3.31 -1.79 1.52  0.1348
H 1.65 -1.86 0.89  0.0516
C -0.09 4.37 1.27  -0.2481
C 1.37 4.43 0.82  -0.6531
C 1.84 3.01 1.14  -0.3559
O 0.70 2.16 0.97  -0.2936
C -0.48 2.96 0.86  0.0415
H -0.73 5.13 0.82  0.4067
H -0.15 4.48 2.36  -0.0260
H 1.42 4.62 -0.25  0.2666
H 1.95 5.19 1.33  0.3774
H 2.19 2.94 2.17  0.2649
H 2.64 2.67 0.48  0.2487
H -0.84 2.93 -0.18  0.2698
H -1.25 2.53 1.50  -0.2600
C 2.88 -6.28 -7.75  -0.6316
C 4.35 -6.33 -7.37  -0.5645
C 4.42 -5.35 -6.22  -0.3715
O 3.14 -5.41 -5.56  -0.3755
C 2.22 -6.14 -6.38  -0.2636
H 2.53 -7.16 -8.29  0.3647
H 2.67 -5.40 -8.36  0.2662
H 4.62 -7.33 -7.03  0.2634
H 5.02 -6.07 -8.19  0.3398
H 4.58 -4.32 -6.58  0.2028
H 5.20 -5.58 -5.49  0.3057
H 2.04 -7.12 -5.92  0.3073
H 1.27 -5.60 -6.42  0.1969
C -1.48 1.27 4.75  0.1448
C -1.32 2.17 5.97  -0.7072
C -1.78 3.52 5.42  -0.3156
O -2.76 3.23 4.43  -0.3624
C -2.75 1.83 4.12  -0.6918
H -1.56 0.21 4.99  0.3928
H -0.63 1.40 4.07  -0.2196
H -1.98 1.84 6.77  0.3119
H -0.30 2.21 6.36  0.3669
H -0.95 4.06 4.95  0.1611
H -2.22 4.16 6.18  0.2839
H -3.64 1.37 4.55  0.2933
H -2.78 1.71 3.04  0.3066
C -7.14 4.11 4.66  -0.6096
C -5.72 4.31 5.19  -0.0839
C -5.94 5.35 6.28  -0.4632
O -7.25 5.12 6.80  -0.4060
C -7.96 4.22 5.94  -0.4282
H -7.30 3.17 4.15  0.3231
H -7.41 4.92 3.98  0.2917
H -5.35 3.38 5.62  0.0403
H -5.01 4.63 4.43  0.2663
H -5.90 6.37 5.87  0.2702
H -5.22 5.27 7.09  0.2515
H -8.04 3.25 6.45  0.2503
H -8.97 4.61 5.78  0.3019